A molecular structure, C25H26Cl2N6O4Ru. Source: the Open Molecules 2025 dataset; level of theory: wB97M-V/def2-TZVPD.

```
64
Properties=species:S:1:pos:R:3:forces:R:3
Ru 0.02830 0.47233 -0.06377 -0.4 0.4 0.5
C -2.17415 3.18236 2.51005 0.0 0.0 0.0
C -1.66405 2.18600 1.52689 0.0 0.0 -0.1
N -0.41493 1.94698 1.33102 -0.3 0.0 0.2
O 0.47128 2.69083 2.04333 0.1 -0.1 -0.2
C -2.56431 1.36520 0.72569 0.0 0.0 0.0
C -4.04804 1.44973 0.81226 0.0 0.0 0.1
N -1.98911 0.47595 -0.03955 0.0 0.2 0.3
O -2.68281 -0.39486 -0.67468 -0.1 0.0 -0.2
H -1.39022 3.48164 3.19747 0.0 0.0 0.0
H -3.00858 2.75325 3.06434 0.0 0.0 0.0
H -2.54637 4.07235 1.99841 0.0 0.0 0.0
H 1.32709 2.23708 1.80948 0.0 0.0 0.1
H -4.36382 2.45645 1.08131 0.0 0.0 0.0
H -4.43908 0.76183 1.56723 0.0 0.0 0.0
H -4.48942 1.16901 -0.14103 0.0 0.0 0.0
Cl 7.71939 -0.24797 0.89486 0.0 0.0 0.0
C 6.03371 0.14039 0.83928 0.0 0.0 0.1
C 5.43243 0.73728 1.94962 0.0 0.0 0.0
C 4.09453 1.04906 1.93942 0.1 0.0 0.0
Cl 3.45337 1.93721 3.28273 -0.1 -0.1 0.0
C 3.25231 0.74318 0.83650 -0.2 0.1 0.0
O 1.97578 1.00633 0.88036 0.1 -0.1 -0.2
C 3.92190 0.23874 -0.30428 0.2 -0.1 0.1
C 3.26020 0.18422 -1.57494 -0.3 0.0 -0.1
O 2.06888 0.40823 -1.76321 0.3 0.1 -0.3
C 5.29470 -0.06911 -0.29055 -0.1 0.0 0.0
H 6.02722 0.97977 2.81973 0.0 0.0 0.0
H 3.89700 -0.03970 -2.44595 0.0 -0.1 0.0
H 5.76351 -0.45561 -1.18683 0.0 0.0 0.0
N -0.14027 1.89625 -1.61721 0.6 0.0 -0.1
C -0.78717 1.25012 -2.73902 -0.1 -0.1 0.0
C -1.43114 1.92050 -3.73238 0.0 0.0 0.0
C -1.97734 1.21274 -4.82786 0.0 0.0 0.0
C -1.83788 -0.13985 -4.91815 0.0 0.0 0.0
C -1.18611 -0.86065 -3.88722 0.0 0.0 0.0
C -1.01725 -2.26221 -3.90003 0.0 0.0 0.0
C -0.39713 -2.87965 -2.85156 0.0 0.0 0.0
C 0.00654 -2.11041 -1.74848 0.0 0.0 0.0
N -0.16363 -0.80967 -1.69334 0.1 -0.2 -0.2
C -0.69963 -0.16115 -2.77365 0.0 0.0 0.1
H -0.50286 2.82555 -1.42895 -0.2 -0.1 0.1
H 0.85417 1.98414 -1.84206 0.0 0.1 -0.1
H -1.50769 3.00061 -3.69677 0.0 0.0 0.0
H -2.48682 1.76180 -5.60721 0.0 0.0 0.0
H -2.23113 -0.68086 -5.76886 0.0 0.0 0.0
H -1.37717 -2.83387 -4.74626 0.0 0.0 0.0
H -0.23207 -3.94708 -2.83849 0.0 0.0 0.0
H 0.46546 -2.57340 -0.88476 0.0 0.0 0.0
C -2.68687 -3.77631 1.90228 0.0 0.0 0.0
C -1.55942 -2.80581 1.98009 0.0 0.0 0.0
C -0.63135 -2.55523 2.96684 0.0 0.0 0.0
C 0.15825 -1.49395 2.50509 0.1 -0.1 -0.1
N -0.25113 -1.12835 1.28532 -0.1 -0.2 0.2
N -1.29319 -1.94972 0.98446 0.2 -0.1 0.2
C 1.28865 -0.85963 3.22695 0.1 0.0 0.0
H -2.68635 -4.41554 2.78170 0.0 0.0 0.0
H -2.60312 -4.41151 1.02044 0.0 0.0 0.0
H -3.64567 -3.25863 1.85652 0.0 0.0 0.0
H -0.53148 -3.06945 3.90702 0.0 0.0 0.0
H -1.90257 -1.69012 0.20407 -0.1 0.0 -0.2
H 1.39205 -1.31261 4.21097 0.0 0.0 0.0
H 1.12835 0.20751 3.35537 0.0 0.1 0.0
H 2.22626 -0.99171 2.68993 0.0 0.0 0.0
```
Positions in Å, forces in eV/Å.

Values from the calculation:
LUMO energy (spin up / spin down) ... -3.2 / -4.2 eV
Multiplicity ... 2
Charge ... +1
Gap between HOMO and LUMO (spin up / spin down) ... 7.40 / 6.39 eV
E_HOMO (spin up / spin down) ... -10.6 / -10.6 eV
Energy relative to the best compared isomer or geometry (same formula, charge and spin) ... 0.4941 eV

natural (NBO) atomic charge list, values in e, 8 entries: atom 1 (Ru): 1.004, atom 2 (C): -0.680, atom 3 (C): 0.240, atom 4 (N): -0.090, atom 5 (O): -0.538, atom 6 (C): 0.133, atom 7 (C): -0.669, atom 8 (N): 0.024



A gas-phase ion, C5H5N4O2 (charge -1) in a non-equilibrium geometry. Source: the Open Molecules 2025 dataset; level of theory: wB97M-V/def2-TZVPD.

```
16
Properties=species:S:1:pos:R:3:forces:R:3
C -0.54498 0.51572 1.41127 0.0 0.5 0.7
C 0.41511 1.07026 0.58537 -0.1 0.0 -0.2
C 0.57378 0.29315 -0.55747 0.8 1.0 -0.1
C -1.85009 -1.68670 0.89028 0.7 -2.3 -3.6
C 1.48445 0.41522 -1.72603 -0.2 -0.2 0.3
N -1.56523 -2.47831 -0.42440 -1.1 1.8 3.7
N -0.63855 -1.82046 -1.06851 0.6 0.2 -0.6
N -0.97589 -0.64514 0.78373 0.2 -0.3 -0.8
N -0.28773 -0.76814 -0.39735 -0.6 -0.4 0.7
O -2.64335 -1.94553 1.78602 -0.1 0.2 0.4
O 1.10650 2.24918 0.82223 -0.2 -0.4 -0.1
H -0.92668 0.81355 2.36659 -0.1 0.0 0.1
H 1.77968 1.45613 -1.84819 0.0 0.0 0.0
H 2.39164 -0.18712 -1.60540 0.1 0.0 -0.1
H 0.97167 0.07429 -2.62544 0.0 0.0 -0.2
H 0.70965 2.64392 1.60729 0.1 -0.1 -0.1
```
Positions in Å, forces in eV/Å.

Values from the calculation:
LUMO energy ... 3.2 eV
Charge ... -1
Gap between HOMO and LUMO ... 5.01 eV
E_HOMO ... -1.8 eV
Energy relative to the best compared isomer or geometry (same formula, charge and spin) ... 3.0466 eV

natural (NBO) atomic charge list, values in e, 8 entries: atom 1 (C): -0.337, atom 2 (C): 0.262, atom 3 (C): -0.092, atom 4 (C): 0.625, atom 5 (C): -0.620, atom 6 (N): -0.420, atom 7 (N): -0.136, atom 8 (N): -0.213



A molecular structure, C32H52I2MoN11OP in a non-equilibrium geometry. Source: the Open Molecules 2025 dataset; level of theory: wB97M-V/def2-TZVPD.

```
100
Properties=species:S:1:pos:R:3:forces:R:3
Mo 0.33679 -0.10307 0.04767 1.6 0.4 0.1
N -1.79481 -0.75286 0.15477 0.0 0.2 0.0
C -2.12399 -2.13858 -0.30377 0.2 -0.6 -0.2
C -0.83236 -2.92217 -0.46110 -0.4 -0.1 0.2
N 0.19926 -2.08891 -1.11868 0.1 0.1 0.1
C 0.00147 -1.91575 -2.57955 -0.2 0.3 -0.4
C -0.77886 -0.64396 -2.87028 0.0 -0.6 -0.1
N -0.27256 0.43696 -1.98800 -0.1 0.3 0.2
H -2.25646 -0.60533 1.05175 0.1 0.2 0.0
H -2.29784 -0.09868 -0.45091 -0.2 0.0 0.0
H -2.66902 -2.10367 -1.24584 0.0 0.2 0.1
H -2.77004 -2.64343 0.41416 0.0 0.1 0.0
H -1.02788 -3.83734 -1.02648 0.1 0.0 0.0
H -0.44019 -3.21744 0.51603 0.0 0.0 0.0
H 1.07066 -2.61226 -1.02624 0.1 0.2 0.1
H -0.50962 -2.77902 -3.01325 0.1 0.0 0.1
H 0.98525 -1.85125 -3.04780 0.0 0.0 0.1
H -1.84679 -0.77212 -2.69255 0.0 0.1 0.0
H -0.66223 -0.37980 -3.92313 -0.1 0.1 0.1
H -1.02187 1.13141 -1.91781 0.2 0.1 -0.1
H 0.51808 0.90392 -2.44172 0.0 0.1 0.2
C 1.06465 -1.33294 3.03327 0.3 -0.2 0.1
N 0.08862 -0.41993 2.39337 -0.1 0.1 -0.6
C -0.02207 0.88962 3.07311 0.1 0.4 0.3
C -0.46217 1.92957 2.10337 -0.1 0.2 0.4
N -0.37563 1.77892 0.78098 -0.1 -0.6 0.0
C -0.80097 2.99643 0.22694 -0.2 0.7 -0.1
C -0.91512 3.46501 -1.08263 -0.1 0.0 0.1
C -1.37069 4.75569 -1.27192 0.1 -0.1 -0.1
C -1.69015 5.59744 -0.20234 0.0 0.0 0.1
C -1.56837 5.16446 1.10225 0.0 0.0 0.0
C -1.13301 3.86028 1.28506 0.1 -0.1 -0.6
N -0.90027 3.14066 2.44548 0.1 -0.4 -0.1
C 2.04314 -1.75319 1.99747 0.0 -0.1 0.3
N 1.97037 -1.30692 0.74519 -0.5 0.3 0.1
C 3.00330 -1.94311 0.04972 0.5 -0.5 -0.2
C 3.40648 -1.87640 -1.28399 -0.3 -0.1 0.0
C 4.45736 -2.68595 -1.67408 -0.1 0.0 -0.1
C 5.10276 -3.54471 -0.77510 0.0 0.0 0.1
C 4.72650 -3.61110 0.55204 0.0 0.0 0.1
C 3.67290 -2.79645 0.94158 -0.2 0.2 -0.6
N 3.03393 -2.62870 2.16332 -0.2 0.1 0.0
H 0.56644 -2.21470 3.44745 0.0 0.1 0.0
H 1.58363 -0.84318 3.86246 -0.1 0.0 0.0
H -0.82047 -0.86620 2.48411 0.1 0.0 0.0
H 0.95675 1.17525 3.47136 0.0 -0.1 -0.1
H -0.71322 0.84150 3.92066 0.1 -0.1 0.0
H -0.62686 2.89055 -1.94665 0.1 0.1 -0.1
H -1.45819 5.13576 -2.27954 0.0 0.0 0.0
H -2.02738 6.60418 -0.39992 0.0 0.0 0.0
H -1.78915 5.81266 1.93838 -0.1 0.0 0.0
H -1.05252 3.49057 3.38220 0.0 -0.1 0.1
H 2.92798 -1.19704 -1.97760 0.1 0.1 0.0
H 4.80304 -2.65716 -2.69788 0.0 0.0 0.0
H 5.90987 -4.16916 -1.13066 0.0 0.0 0.0
H 5.21958 -4.26921 1.25318 0.1 0.0 0.0
H 3.27416 -3.12592 3.01127 -0.1 0.1 0.1
O 2.17708 1.28000 -0.43256 -2.2 -1.2 0.4
P 3.45603 1.95469 -0.90810 1.8 1.2 -0.6
N 4.82910 1.66652 -0.02979 -0.9 -0.1 -0.4
C 5.51936 0.36848 -0.02373 0.3 -0.2 -0.2
C 5.66075 -0.02520 1.46076 -0.2 0.1 0.0
C 4.72482 0.93979 2.19563 0.2 0.1 -0.1
C 4.85630 2.19493 1.33968 0.0 0.0 0.2
N 3.81514 1.41115 -2.42686 -0.4 -0.2 0.6
C 2.75406 1.27426 -3.43292 0.0 0.0 0.1
C 3.48359 1.11687 -4.77767 0.2 -0.1 0.0
C 4.93345 0.81694 -4.38521 -0.1 0.1 0.1
C 5.09942 1.62855 -3.10981 0.4 0.1 -0.2
N 3.31787 3.59840 -0.88689 -0.4 -1.1 0.1
C 2.28848 4.42112 -0.25270 -0.4 0.0 0.2
C 2.88159 5.83771 -0.18187 0.1 -0.1 0.0
C 4.38362 5.64059 -0.40217 -0.1 -0.1 0.0
C 4.43645 4.43863 -1.33794 0.3 0.4 -0.3
H 6.49880 0.47570 -0.49507 0.0 -0.1 0.1
H 4.94961 -0.35934 -0.59983 0.2 0.2 0.1
H 6.68343 0.13735 1.79356 0.0 -0.1 0.0
H 5.41044 -1.06966 1.63396 0.1 0.0 0.0
H 5.02012 1.10282 3.22969 -0.1 0.0 0.1
H 3.68605 0.58443 2.14652 0.0 0.0 0.1
H 5.82446 2.66852 1.52158 -0.1 0.1 0.0
H 4.05838 2.92171 1.48856 0.1 0.1 0.1
H 2.09284 2.14963 -3.44140 -0.1 0.0 0.0
H 2.16226 0.37595 -3.20434 0.0 -0.1 -0.1
H 3.43908 2.04288 -5.34789 -0.1 0.0 0.0
H 3.05477 0.32611 -5.38894 -0.1 0.0 0.0
H 5.64195 1.10998 -5.15541 0.0 0.0 0.0
H 5.06696 -0.24606 -4.17919 0.0 0.0 0.0
H 5.23895 2.68291 -3.36432 0.0 0.0 0.1
H 5.92980 1.30783 -2.48667 0.0 0.0 0.0
H 2.04431 4.02427 0.73999 0.0 0.0 0.1
H 1.37614 4.41544 -0.84454 0.0 0.0 0.0
H 2.67432 6.31667 0.77246 -0.1 0.0 0.0
H 2.46026 6.45573 -0.97428 0.0 0.0 0.0
H 4.88338 5.40278 0.53741 0.0 0.0 0.0
H 4.85193 6.52220 -0.83217 0.1 0.0 0.0
H 5.38274 3.90252 -1.28448 0.0 0.0 0.0
H 4.26476 4.76133 -2.37048 0.1 -0.1 0.0
I -4.18130 1.64639 -1.59607 -0.1 0.1 0.0
I -6.55548 2.60388 -2.43351 0.3 -0.2 0.1
```
Positions in Å, forces in eV/Å.

Values from the calculation:
LUMO energy (spin up / spin down) ... -12.3 / -12.7 eV
Multiplicity ... 3
Charge ... +4
Gap between HOMO and LUMO (spin up / spin down) ... 5.43 / 5.05 eV
E_HOMO (spin up / spin down) ... -17.7 / -17.7 eV
Energy relative to the best compared isomer or geometry (same formula, charge and spin) ... 0.4036 eV

Mulliken atomic charge list, values in e, 8 entries: atom 1 (Mo): 0.092, atom 2 (N): 0.062, atom 3 (C): -0.778, atom 4 (C): -0.595, atom 5 (N): -0.124, atom 6 (C): -0.486, atom 7 (C): -0.744, atom 8 (N): -0.022



2 unconnected molecules or ions with the total composition C3H8ClN in a non-equilibrium geometry. Source: the Open Molecules 2025 dataset; level of theory: wB97M-V/def2-TZVPD.

```
13
Properties=species:S:1:pos:R:3:forces:R:3
C 1.16004 -0.08246 -0.40228 0.8 2.4 -0.7
C 0.04719 -0.44773 -1.21399 -1.0 1.4 0.1
C -2.06313 0.40462 0.46431 1.0 0.4 0.8
N -1.39973 0.86811 1.58692 0.8 -1.0 -3.8
Cl -2.63474 1.52324 -0.73357 -0.1 0.7 -0.6
H 1.04235 -0.39508 0.56654 -0.8 -0.4 3.0
H 1.93448 -0.76767 -0.63251 1.8 -0.1 -0.8
H 1.39819 1.02291 -0.41597 0.3 -1.4 -0.1
H -0.26592 0.19142 -2.00070 -0.5 0.1 -0.6
H -0.25744 -1.42313 -1.09526 -1.0 -2.0 -0.3
H -2.85682 -0.19889 0.74886 -1.4 -1.5 0.1
H -0.55137 1.29308 1.29483 0.6 0.9 1.1
H -1.87889 0.92915 2.42085 -0.5 0.5 2.0
```
Positions in Å, forces in eV/Å.

Values from the calculation:
LUMO energy (spin up / spin down) ... 1.0 / 0.6 eV
Gap between HOMO and LUMO (spin up / spin down) ... 8.69 / 8.13 eV
E_HOMO (spin up / spin down) ... -7.7 / -7.6 eV
Energy relative to the best compared isomer or geometry (same formula, charge and spin) ... 3.8469 eV

natural (NBO) atomic charge list, values in e, 8 entries: atom 1 (C): -0.700, atom 2 (C): -0.287, atom 3 (C): -0.039, atom 4 (N): -0.849, atom 5 (Cl): -0.076, atom 6 (H): 0.218, atom 7 (H): 0.230, atom 8 (H): 0.207



- What is the energy relative to the best compared isomer or geometry (same formula, charge and spin) in the fourth record?
  3.8469 eV